Entry 1:
54
Properties=species:S:1:pos:R:3:forces:R:3:mulliken_spin:R:1 method="wB97M-V/def2-TZVPD" gap_ev="9.0 / 9.2" charge=+2 spin_multiplicity=2 energy_ev=-55201.30584 homo_energy_ha="-0.561 / -0.565" e_lumo_ev="-6.277 / -6.209"
Ce 0.2875 0.8065 0.0313 0.5 0.9 2.3 1.0169
P 2.3804 -1.0885 0.2202 0.9 -1.0 0.4 -0.0042
C 2.4493 -1.4065 -1.5806 0.5 0.0 -0.1 -0.0018
C 1.0972 -1.5560 -2.2451 -0.1 0.0 0.8 0.0011
N -0.0103 -0.9514 -1.7151 -0.2 -0.7 -1.0 -0.0025
C -1.2010 -1.2491 -2.3131 0.0 0.4 0.6 0.0019
C -1.3119 -2.1011 -3.3809 -0.3 -0.3 -0.5 -0.0001
C -0.1792 -2.6795 -3.9284 -0.2 0.2 0.4 0.0018
C 1.0342 -2.4183 -3.3125 0.3 -0.3 -0.4 -0.0015
C -2.5152 -0.6988 -1.8004 -0.2 -0.2 0.2 -0.0005
P -2.4007 0.8037 -0.7767 -1.4 0.3 -1.0 -0.0038
H 1.9693 -2.9093 -3.5951 -0.5 0.2 -0.2 0.0000
H -2.3365 -2.2980 -3.7150 0.6 -0.1 -0.3 0.0000
H -0.2572 -3.3263 -4.7786 0.1 -0.3 -0.3 0.0001
H -3.1778 -0.4467 -2.6453 0.3 -0.2 0.2 0.0000
H -3.0477 -1.4673 -1.2191 0.3 0.0 -0.1 0.0001
H 3.0960 -0.6395 -2.0555 -0.4 -0.3 0.1 0.0003
H 2.9792 -2.3649 -1.6712 0.0 0.3 -0.3 -0.0001
H 1.5643 4.0740 -2.2271 0.0 -0.9 -0.6 0.0000
O 1.7340 3.2225 -2.6998 1.0 1.4 -0.1 -0.0001
H 2.4525 3.4899 -3.3438 -1.2 -0.6 1.0 0.0000
H -1.1416 4.7043 -0.0019 0.2 0.6 -1.0 0.0001
O -0.9738 5.0821 -0.8986 -0.4 -0.3 1.3 0.0001
H -1.3209 5.9903 -0.8114 0.2 -0.4 -0.2 0.0000
C -2.6446 2.0283 -2.1291 0.4 0.4 0.3 -0.0003
H -3.6479 1.8702 -2.5508 0.3 0.2 0.1 -0.0002
H -2.5148 3.0564 -1.7519 -0.3 -0.3 -0.2 0.0001
H -1.8888 1.8959 -2.9161 -0.2 -0.1 0.1 0.0000
C -3.9902 0.8692 0.0968 0.1 0.1 0.6 -0.0005
H -3.9819 1.7598 0.7457 -0.2 -0.2 -0.3 0.0000
H -4.8330 0.9087 -0.6090 0.3 0.0 0.3 -0.0001
H -4.0834 0.0038 0.7662 0.0 0.2 -0.2 0.0000
C 2.4166 -2.7746 0.9330 -0.5 -0.2 0.5 0.0003
H 3.3668 -3.2938 0.7102 -0.4 0.3 0.0 -0.0003
H 2.2861 -2.7061 2.0307 0.2 0.0 -0.5 0.0003
H 1.5735 -3.3812 0.5681 0.3 0.2 0.0 0.0002
C 4.0642 -0.5192 0.6310 -0.1 0.5 0.1 -0.0002
H 4.0899 -0.2421 1.6942 0.0 -0.2 -0.2 0.0003
H 4.8050 -1.2984 0.4294 -0.1 0.2 0.0 -0.0003
H 4.3071 0.3944 0.0762 0.1 -0.2 0.0 0.0000
C -0.9862 1.1485 4.0819 -0.1 0.2 0.2 0.0000
C -0.0499 0.1252 3.4533 -0.1 -0.2 0.4 -0.0011
C 1.3781 0.2888 3.9558 0.2 0.2 0.2 0.0006
C -0.5086 -1.2638 3.8560 -0.1 -0.3 0.1 -0.0004
O -0.0933 0.2645 2.0219 0.3 0.6 -1.4 -0.0062
H -0.9529 1.0678 5.1733 0.0 0.0 -0.2 0.0000
H -2.0244 0.9570 3.7875 0.2 0.1 -0.1 0.0001
H -0.7038 2.1776 3.8341 -0.1 -0.1 -0.1 0.0000
H 1.3944 0.2354 5.0522 0.0 0.0 -0.3 0.0001
H 2.0129 -0.5330 3.6002 -0.1 0.2 -0.1 -0.0001
H 1.8087 1.2575 3.6815 0.0 -0.1 -0.1 -0.0001
H -1.5251 -1.4598 3.5055 0.1 0.0 0.0 0.0001
H 0.1728 -2.0283 3.4664 -0.2 0.1 0.0 0.0000
H -0.5025 -1.3367 4.9538 0.0 0.0 -0.4 0.0000


Entry 2:
62
Properties=species:S:1:pos:R:3:forces:R:3:mulliken_spin:R:1 method="wB97M-V/def2-TZVPD" gap_ev="6.6 / 6.0" spin_multiplicity=5 energy_ev=-76493.85565 homo_energy_ha="-0.248 / -0.256" e_lumo_ev="-0.142 / -0.963"
O -2.7606 -2.5954 -2.9329 -0.3 -0.1 -1.0 0.0017
H -3.2050 -2.5881 -3.8004 0.2 0.1 0.6 0.0002
Cr -0.0042 -0.3335 -0.6027 0.6 -1.6 -1.0 3.6834
N 1.3209 -1.7200 -0.1135 -1.5 -1.0 0.9 -0.3712
N -1.2485 -1.7649 -0.0222 0.5 -1.8 1.0 0.0532
N 1.4183 0.5886 -1.5758 -0.2 1.9 -2.3 -0.0015
N -1.1092 0.4958 -2.0187 0.4 1.0 -1.5 -0.0253
O 2.5397 -1.9168 -0.5436 0.8 0.8 0.2 -0.1532
O 2.7711 0.4983 -1.4387 -0.3 -0.2 0.4 0.0151
O -2.4205 0.2392 -2.3922 0.5 0.4 0.5 0.0301
O -2.5141 -1.7796 -0.2659 0.3 0.2 0.3 0.2739
C -0.6214 -2.7365 0.7206 -1.3 1.7 -0.4 -0.1038
C 0.7917 -2.5921 0.7957 1.1 0.5 -1.2 0.2740
C 0.9710 1.5018 -2.4585 1.2 -1.2 1.4 0.1743
C -0.4414 1.4369 -2.7164 -1.9 -1.0 0.7 0.2115
C 1.7403 -3.3922 1.6287 0.1 -0.5 0.0 -0.0212
H 2.2798 -2.7238 2.3212 -0.1 -0.2 -0.3 0.0144
H 2.4974 -3.8907 1.0012 -0.3 0.2 0.2 0.0144
H 1.2268 -4.1508 2.2316 0.1 0.2 -0.2 0.0041
C -1.3855 -3.8244 1.3834 0.0 -0.2 0.1 0.0155
H -2.0448 -4.3094 0.6564 -0.1 0.2 0.2 -0.0067
H -1.9845 -3.4665 2.2317 0.0 0.0 -0.3 -0.0094
H -0.6902 -4.5746 1.7597 -0.1 0.0 0.0 -0.0001
C 1.8913 2.4706 -3.1202 0.0 0.4 -0.4 -0.0013
C -1.1147 2.3162 -3.7241 0.0 0.2 -0.4 -0.0032
H 2.9280 2.1201 -3.1277 -0.3 -0.1 0.1 0.0027
H 1.8751 3.4404 -2.5937 0.0 -0.3 -0.1 0.0132
H 1.5648 2.6640 -4.1508 0.1 0.0 0.3 0.0017
H -2.1815 2.0943 -3.8271 0.3 -0.1 0.1 0.0012
H -0.6338 2.2048 -4.7085 -0.2 0.0 0.2 0.0084
H -1.0227 3.3836 -3.4699 0.1 -0.3 0.1 0.0093
H 2.8688 -0.4671 -1.0806 0.0 0.0 0.0 0.0014
H -2.6986 -0.5254 -1.8125 0.4 0.2 -0.1 0.0167
C -1.3781 -2.8557 -3.1829 -0.3 -0.4 0.0 0.0658
H -0.9927 -3.3250 -2.2700 0.1 0.2 -0.3 -0.0120
H -0.8317 -1.9231 -3.3959 0.0 -0.3 0.0 0.0002
H -1.2721 -3.5631 -4.0288 0.2 0.3 0.4 0.0050
O 2.8080 -3.2101 -3.2591 -1.1 1.3 0.1 0.0017
H 2.4168 -2.4799 -3.7940 0.6 -0.9 0.3 -0.0009
H 2.4965 -2.9431 -2.3609 0.6 -0.3 -0.4 0.0089
C -1.5361 2.9073 3.1579 0.6 -0.5 -0.1 -0.0026
N -1.3032 1.5166 3.6071 0.0 0.0 0.3 0.0064
C -0.0015 1.4263 4.3143 -0.1 0.3 -0.8 -0.0015
N 1.1287 1.9301 3.4949 0.0 0.2 0.2 0.0055
C 0.8366 3.3208 3.0672 -0.4 -0.7 -0.1 -0.0033
N -0.4388 3.4339 2.3208 0.1 0.6 0.5 0.0031
C -0.3755 2.7834 1.0166 0.0 -0.2 0.2 0.0332
P -0.0793 0.9788 1.2449 0.0 0.1 0.5 -0.2936
C -1.3803 0.5650 2.4826 0.1 0.5 0.4 0.0427
C 1.4036 1.0574 2.3374 -0.2 0.3 0.4 0.0467
H -1.6316 3.5371 4.0545 0.0 -0.1 -0.3 0.0001
H -2.4655 2.9347 2.5775 0.1 0.1 0.2 -0.0008
H 0.1908 0.3734 4.5809 -0.1 0.4 0.0 -0.0008
H -0.0678 2.0446 5.2231 0.1 -0.2 -0.3 0.0003
H 1.6596 3.6693 2.4273 -0.2 0.0 0.2 -0.0003
H 0.7682 3.9433 3.9732 0.0 -0.2 -0.3 0.0003
H -1.3113 2.9270 0.4599 0.1 0.0 0.1 -0.0090
H 0.4397 3.1985 0.4072 -0.1 0.0 0.2 -0.0024
H -1.2320 -0.4650 2.8452 0.0 0.3 -0.2 0.0055
H -2.3768 0.6236 2.0185 0.3 -0.1 0.1 -0.0166
H 2.2617 1.4478 1.7705 -0.2 -0.1 0.1 0.0017
H 1.6603 0.0434 2.6764 -0.1 0.2 -0.1 -0.0071


Entry 3:
67
Properties=species:S:1:pos:R:3:forces:R:3:mulliken_charge:R:1 method="wB97M-V/def2-TZVPD" gap_ev=10.7 smiles="CCN(C[SH](=O)=O)S(=O)(=O)F.COC(=O)OC.COC(=O)OC.COC(=O)OC.COC(=O)OC" energy_ev=-74709.50186 relative_energy_kcal_mol=16.6 homo_energy_ha=-0.394 e_lumo_ev=-0.046
C 0.5993 -1.9508 -2.7085 -0.3 -0.1 -0.6 -1.2529
C -0.2219 -0.9857 -3.5785 1.2 -0.7 0.3 -0.6632
N -0.7729 0.1832 -2.8227 -0.6 0.7 -0.5 0.2705
C -2.0649 0.5572 -3.4513 0.3 -0.3 0.2 -0.9090
S -3.4178 -0.4799 -2.8458 -0.8 -0.3 1.1 0.9790
O -4.0476 0.2018 -1.7697 -0.4 1.1 0.5 -0.6144
O -3.0334 -1.8225 -2.5639 0.8 -0.7 -0.8 -0.5333
S 0.2409 1.4977 -3.0773 0.4 -0.7 -2.1 0.8804
O 1.5763 1.0915 -3.1106 1.6 -1.1 1.9 -0.5469
O -0.1176 2.1647 -4.2659 -1.9 1.0 -0.7 -0.6362
F -0.0343 2.4793 -1.9277 -0.2 -0.6 0.5 -0.0130
H 1.4817 -2.2382 -3.2741 0.2 0.0 0.1 0.3728
H 0.0280 -2.8634 -2.5583 -0.1 0.0 0.4 0.3275
H 0.9012 -1.5257 -1.7576 0.0 0.1 0.0 0.1977
H 0.4199 -0.6646 -4.3994 -0.2 0.4 -0.1 0.5303
H -1.0433 -1.5237 -4.0367 -0.3 0.1 0.2 0.5374
H -1.9773 0.4513 -4.5330 -0.3 0.1 -0.1 0.5350
H -2.3162 1.5759 -3.1787 -0.3 0.0 -0.1 0.4048
H -4.3365 -0.4962 -3.8566 0.6 0.2 -0.3 0.1462
C 1.4970 -5.1121 3.0210 0.1 -0.2 0.2 -0.5567
O 1.3958 -3.9776 2.1543 0.0 0.0 0.0 -0.3553
C 0.1575 -3.7252 1.7346 0.1 0.0 0.0 0.8115
O -0.8245 -4.3587 2.0229 0.0 0.0 -0.1 -0.5399
O 0.1949 -2.6506 0.9447 0.0 0.0 0.0 -0.2954
C -1.0765 -2.2608 0.4187 -0.2 0.1 -0.1 -0.5873
H 2.5446 -5.2117 3.2912 0.0 0.2 -0.1 0.2338
H 0.9094 -4.9597 3.9251 -0.1 0.0 -0.1 0.2297
H 1.1760 -6.0168 2.5078 -0.1 0.0 0.0 0.2890
H -1.7631 -1.9971 1.2214 0.0 -0.1 0.0 0.4230
H -1.4960 -3.0524 -0.1994 -0.1 0.0 0.1 0.3194
H -0.9129 -1.3838 -0.2017 0.2 0.0 0.1 0.0043
C -0.9167 4.5723 0.0585 -0.1 0.2 -0.2 -0.5186
O -1.3251 4.6490 1.4244 0.0 0.1 0.0 -0.3448
C -0.5515 3.9567 2.2625 -0.1 0.0 0.0 0.8124
O 0.4138 3.3064 1.9572 0.0 0.0 0.0 -0.5488
O -1.0351 4.1099 3.4955 0.0 0.0 0.0 -0.3264
C -0.2990 3.4162 4.5046 0.1 -0.1 0.2 -0.6151
H -1.6174 5.1687 -0.5202 -0.1 0.1 0.2 0.2999
H 0.0839 4.9833 -0.0682 0.1 -0.1 0.0 0.2915
H -0.9557 3.5484 -0.2919 0.1 -0.1 0.1 0.1737
H 0.7260 3.7796 4.5512 0.0 -0.1 -0.1 0.2914
H -0.3135 2.3432 4.3221 0.1 0.0 -0.1 0.2890
H -0.7900 3.6203 5.4519 -0.1 0.1 -0.1 0.2165
C 2.3193 3.7562 -4.5118 0.0 0.4 0.0 -0.6535
O 3.2459 3.9428 -5.5906 0.0 0.0 0.0 -0.3149
C 4.4908 4.2103 -5.2048 0.0 0.0 -0.1 0.7592
O 4.8772 4.3041 -4.0689 0.0 0.0 0.0 -0.5430
O 5.2426 4.3583 -6.3001 0.0 0.0 0.0 -0.3249
C 6.6138 4.6514 -6.0329 0.2 0.0 -0.1 -0.6280
H 1.3536 3.5537 -4.9514 0.2 0.0 -0.3 0.3487
H 2.6173 2.9156 -3.8968 0.2 0.1 0.0 0.2382
H 2.2468 4.6646 -3.9124 0.2 0.0 0.1 0.3218
H 7.0786 3.8419 -5.4726 0.0 0.1 0.1 0.2917
H 6.7083 5.5908 -5.4906 0.0 -0.1 0.1 0.2924
H 7.1112 4.7469 -6.9942 -0.2 0.0 -0.1 0.2188
C -3.2295 -3.6547 3.9898 -0.1 0.1 -0.3 -0.5373
O -3.4828 -3.4943 5.3904 0.0 0.0 0.0 -0.3465
C -2.5837 -4.0768 6.1802 -0.1 0.1 -0.1 0.7907
O -1.6170 -4.6975 5.8194 0.0 0.0 0.1 -0.5418
O -2.9389 -3.8523 7.4483 0.0 0.0 0.0 -0.3361
C -2.0565 -4.4239 8.4140 0.1 -0.1 0.2 -0.6276
H -4.0246 -3.1376 3.4587 -0.1 0.0 0.2 0.2860
H -2.2771 -3.2092 3.7174 0.1 -0.2 0.0 0.1874
H -3.2470 -4.7061 3.7124 0.2 0.0 0.0 0.3093
H -1.0565 -4.0043 8.3178 0.0 -0.1 -0.1 0.2933
H -2.0247 -5.5074 8.3128 0.1 0.0 -0.1 0.2904
H -2.4525 -4.1721 9.3940 -0.1 0.1 -0.1 0.2162


Entry 4:
59
Properties=species:S:1:pos:R:3:forces:R:3:mulliken_charge:R:1 method="wB97M-V/def2-TZVPD" gap_ev=1.2 charge=+3 energy_ev=-61875.96227 relative_energy_kcal_mol=115.5 homo_energy_ha=-0.566 e_lumo_ev=-14.155
Hg -1.0750 -6.4711 5.5399 0.2 0.1 -0.1 0.5303
Hg 3.6326 -5.6695 4.5024 -0.2 0.1 0.0 0.5821
O -0.0846 -1.8542 1.9715 -0.2 -0.1 0.2 -0.4088
C 0.1845 -2.8317 2.8167 0.1 0.2 0.3 0.8143
O -0.5944 -3.1570 3.7162 0.1 -0.6 0.2 -0.3909
O 1.3249 -3.3661 2.7305 -0.4 -0.6 0.8 -0.4511
H 0.8147 -1.8032 1.6394 0.5 1.0 -1.3 0.3190
C -4.8616 4.5506 0.1583 -0.4 -0.4 -1.0 -1.0279
C -4.1848 3.8058 -1.0413 1.2 1.3 0.7 -0.4680
N -2.8144 4.4393 -1.4110 -0.6 -5.1 -1.3 0.3600
C -2.5256 4.4454 -2.8699 0.3 2.3 2.4 -0.4125
C -3.5118 5.1312 -3.7435 -0.7 0.1 -0.5 -1.1811
C -1.6264 3.9776 -0.5616 -2.6 1.8 1.3 -0.4193
C -0.6652 2.9661 -1.0778 0.9 -1.0 -1.0 -1.1770
H -4.3898 4.1834 1.0697 0.1 1.0 0.1 0.3366
H -5.8979 4.2193 0.2251 0.0 -0.1 -0.2 0.3819
H -4.8849 5.6045 -0.1192 0.2 0.1 0.8 0.3221
H -3.9865 2.8544 -0.5477 0.8 -0.4 -0.3 0.3209
H -4.8242 3.6151 -1.9033 0.3 0.7 -0.1 0.4951
H -1.5837 4.9934 -2.8434 0.5 -0.2 -0.7 0.4309
H -2.3371 3.4176 -3.1800 0.1 -0.6 0.1 0.3696
H -4.5229 4.7285 -3.6832 0.1 -0.2 -0.2 0.3687
H -3.6200 6.1953 -3.5338 0.4 0.0 0.0 0.3516
H -3.1061 4.9874 -4.7449 -0.4 0.2 -0.2 0.3777
H -2.1797 3.7152 0.3402 0.5 -0.6 0.2 0.3810
H -1.0955 4.8614 -0.2079 0.2 0.5 -0.4 0.3703
H 0.1238 2.7751 -0.3504 -0.2 0.4 0.4 0.3810
H -0.1143 3.2586 -1.9717 -0.2 0.2 -0.1 0.3660
H -1.0992 1.9848 -1.2697 -0.4 0.1 -0.1 0.3591
C -1.8327 -5.1286 -4.3898 2.1 -0.5 0.2 -0.5705
C -1.0527 -5.2689 -5.7308 -1.7 1.1 0.2 -0.6223
C 0.3744 -5.6679 -5.6165 0.6 -0.3 0.7 -0.5467
S 0.8613 -4.5898 -4.1799 1.8 -1.3 2.6 1.0461
O 1.0763 -3.2535 -4.6388 -0.3 0.6 -0.5 -0.5376
O 1.8596 -5.1602 -3.2247 -1.9 0.6 -2.1 -0.5727
C -0.7853 -4.7184 -3.3154 -0.4 -0.8 -0.1 -0.5800
H -2.0786 -6.1527 -4.1093 -0.8 0.2 0.1 0.3117
H -2.6601 -4.4198 -4.4249 0.0 -0.4 -0.2 0.2976
H -1.0161 -4.2460 -6.1057 -0.4 -0.2 -0.8 0.3289
H -1.6338 -5.9567 -6.3450 0.3 0.3 -0.5 0.3755
H 0.9362 -5.3939 -6.5094 0.2 0.2 0.3 0.3751
H 0.6063 -6.6976 -5.3443 -0.1 0.0 0.2 0.3639
H -0.9946 -3.8306 -2.7186 0.3 0.1 -0.3 0.4079
H -0.6619 -5.5875 -2.6693 0.4 0.3 0.2 0.3348
C 3.4669 1.6173 4.9787 1.7 0.2 1.9 -0.5342
C 4.7240 1.2353 4.2228 0.5 -0.4 -2.5 -0.6177
C 5.8267 0.6637 5.0705 -1.1 0.8 2.2 -0.6665
S 4.8521 -0.4860 6.1601 0.5 0.8 1.1 1.0583
O 5.3562 -0.2880 7.5325 -0.9 -1.0 -1.9 -0.5512
O 4.6411 -1.7926 5.5184 0.4 1.4 0.9 -0.5776
C 3.2229 0.4887 5.9457 -0.1 -1.6 -0.3 -0.5754
H 2.6400 2.0439 4.4109 -0.1 -0.7 -0.2 0.3373
H 3.7374 2.4000 5.6874 0.2 0.7 -0.4 0.2832
H 5.1075 2.1178 3.7107 0.1 -0.1 -0.3 0.3704
H 4.5690 0.4233 3.5123 -0.7 0.4 -0.7 0.3163
H 6.0060 1.4711 5.7805 0.8 -0.3 0.4 0.3426
H 6.7435 0.1806 4.7328 -0.4 0.1 -0.5 0.4442
H 2.8814 0.8048 6.9314 -0.1 -0.5 -0.1 0.4206
H 2.7325 -0.3650 5.4779 -0.8 0.2 0.4 0.2565